This record from OMol25 describes a molecular structure, C37H36ClN2P2SSn at a distorted geometry. The level of theory is ωB97M-V/def2-TZVPD.

Positions of all 80 atoms, in Å:
Sn (-1.185, -1.548, -0.511)
Cl (-0.556, -3.115, -2.218)
P (0.841, -1.629, 1.694)
P (-1.062, 1.048, -1.942)
C (1.597, -0.763, 3.133)
C (2.224, -2.765, 1.263)
C (-0.386, -2.684, 2.574)
C (-2.864, 1.426, -2.126)
C (-0.361, 2.732, -2.198)
C (-0.591, 0.271, -3.539)
C (1.063, -0.780, 4.433)
C (1.651, -0.030, 5.455)
C (2.782, 0.747, 5.188)
C (3.326, 0.778, 3.898)
C (2.738, 0.028, 2.882)
H (0.188, -1.392, 4.654)
H (1.221, -0.063, 6.460)
H (3.244, 1.325, 5.988)
H (4.211, 1.384, 3.683)
H (3.145, 0.070, 1.871)
C (-1.592, -2.062, 2.954)
C (-2.649, -2.826, 3.441)
C (-2.495, -4.209, 3.588)
C (-1.287, -4.819, 3.241)
C (-0.236, -4.067, 2.716)
H (-1.712, -0.980, 2.844)
H (-3.593, -2.348, 3.702)
H (-3.319, -4.811, 3.977)
H (-1.158, -5.895, 3.373)
H (0.698, -4.547, 2.422)
C (3.196, -3.199, 2.177)
C (4.241, -4.025, 1.749)
C (4.321, -4.428, 0.414)
C (3.352, -4.006, -0.500)
C (2.317, -3.180, -0.083)
H (3.143, -2.872, 3.215)
H (4.989, -4.347, 2.477)
H (5.142, -5.072, 0.092)
H (3.413, -4.330, -1.545)
H (1.559, -2.862, -0.804)
C (0.537, 3.059, -3.229)
C (1.064, 4.349, -3.327)
C (0.714, 5.323, -2.389)
C (-0.180, 5.013, -1.360)
C (-0.732, 3.738, -1.285)
H (0.815, 2.305, -3.967)
H (1.747, 4.588, -4.146)
H (1.130, 6.327, -2.465)
H (-0.462, 5.769, -0.624)
H (-1.430, 3.499, -0.482)
C (-3.790, 0.596, -1.471)
C (-5.151, 0.866, -1.531)
C (-5.613, 1.976, -2.240)
C (-4.708, 2.804, -2.907)
C (-3.338, 2.525, -2.855)
H (-3.450, -0.273, -0.901)
H (-5.859, 0.210, -1.019)
H (-6.682, 2.191, -2.275)
H (-5.059, 3.671, -3.466)
H (-2.641, 3.184, -3.371)
C (-1.452, 0.190, -4.636)
C (-1.027, -0.464, -5.797)
C (0.233, -1.065, -5.851)
C (1.089, -0.994, -4.746)
C (0.684, -0.328, -3.597)
H (-2.441, 0.645, -4.583)
H (-1.698, -0.505, -6.654)
H (0.548, -1.586, -6.756)
H (2.068, -1.471, -4.784)
H (1.352, -0.285, -2.733)
H (-3.038, -2.090, 0.092)
H (-2.747, -2.745, -0.499)
N (0.941, 3.678, 3.101)
C (1.057, 3.187, 1.845)
N (1.927, 3.879, 1.056)
S (0.200, 1.826, 1.304)
H (1.214, 4.645, 3.306)
H (0.227, 3.244, 3.676)
H (2.052, 3.621, 0.096)
H (2.344, 4.744, 1.377)

As for the net charge: +3. For the total energy, the calculation gives -3295.375760 Eh. The calculation puts the relative energy (zero: lowest compared OMol25 entry of this formula, charge and spin) at 1.1515 eV. The calculation puts the LUMO energy (alpha / beta) at -11.664 / -12.105 eV. The value obtained for the frontier orbital gap (alpha / beta) is 4.32 / 3.94 eV.

Mulliken population analysis, charges in e, atoms 1 to 5: Sn 1.00; Cl -0.31; P 1.06; P 0.94; C 0.26

=====

This record from OMol25 describes a single C7H10 molecule at a distorted geometry. The level of theory is ωB97M-V/def2-TZVPD.

Positions of all 17 atoms, in Å:
C (1.562, 2.368, -1.353)
C (0.751, 1.332, -1.196)
C (0.772, 0.392, -0.055)
C (1.530, 0.567, 1.041)
C (-0.149, -0.758, -0.158)
C (-0.872, -1.301, 0.826)
C (-2.218, -1.942, 0.602)
H (1.294, 3.121, -2.078)
H (2.569, 2.341, -0.960)
H (-0.088, 1.190, -1.869)
H (2.430, 1.165, 1.009)
H (1.335, -0.059, 1.900)
H (-0.674, -0.911, -1.099)
H (-0.589, -1.247, 1.874)
H (-2.932, -1.430, 1.241)
H (-2.245, -3.021, 0.730)
H (-2.474, -1.808, -0.452)

For the total energy, the calculation gives -272.626016 Eh. The calculation puts the relative energy (zero: lowest compared OMol25 entry of this formula, charge and spin) at 2.5030 eV. The calculation puts the LUMO energy at 0.447 eV. The value obtained for the frontier orbital gap is 8.61 eV.

Mulliken population analysis, charges in e, atoms 1 to 5: C -0.76; C -0.26; C 0.99; C -0.89; C -0.54

=====

This record from OMol25 describes a molecular structure, C37H51N5O4RhS4Si at a distorted geometry. The level of theory is ωB97M-V/def2-TZVPD.

Positions of all 103 atoms, in Å:
Rh (0.572, 0.637, -0.074)
C (-0.542, 3.324, -2.390)
C (-1.041, 2.653, -1.153)
N (-1.015, 1.276, -1.122)
N (-2.156, 0.681, -0.937)
C (-2.279, -0.434, -0.303)
S (-1.000, -1.289, 0.452)
S (-3.946, -1.002, -0.144)
C (-4.629, 0.390, 0.883)
C (-4.862, -0.063, 2.281)
C (-6.125, -0.485, 2.680)
C (-6.346, -0.959, 3.960)
C (-5.296, -1.017, 4.864)
C (-4.035, -0.593, 4.479)
C (-3.815, -0.122, 3.197)
C (-1.620, 3.299, -0.034)
C (-2.330, 4.510, -0.118)
C (-3.091, 4.968, 0.932)
C (-3.105, 4.273, 2.141)
C (-2.329, 3.148, 2.301)
C (-1.551, 2.626, 1.246)
O (-0.788, 1.616, 1.461)
H (-1.088, 2.951, -3.258)
H (-0.640, 4.405, -2.331)
H (0.513, 3.072, -2.510)
H (-3.901, 1.196, 0.823)
H (-5.558, 0.689, 0.401)
H (-6.941, -0.440, 1.972)
H (-7.334, -1.292, 4.252)
H (-5.462, -1.398, 5.863)
H (-3.213, -0.637, 5.181)
H (-2.827, 0.194, 2.902)
H (-2.347, 5.030, -1.063)
H (-3.701, 5.852, 0.812)
H (-3.719, 4.620, 2.961)
H (-2.299, 2.628, 3.248)
O (2.100, 1.809, -1.594)
C (2.572, 0.734, -2.016)
N (2.087, -0.435, -1.622)
S (2.927, -1.681, -2.280)
O (2.229, -2.400, -3.318)
O (3.530, -2.510, -1.267)
C (4.122, -0.661, -3.148)
C (5.131, -0.995, -4.016)
C (5.741, 0.030, -4.735)
C (5.317, 1.346, -4.577)
C (4.310, 1.673, -3.685)
C (3.703, 0.650, -2.962)
H (5.434, -2.023, -4.138)
H (6.537, -0.193, -5.431)
H (5.775, 2.124, -5.176)
H (3.983, 2.693, -3.555)
C (4.044, -0.079, 0.806)
Si (2.299, 0.325, 1.558)
C (2.559, 2.089, 2.477)
C (2.565, 3.172, 1.398)
C (1.437, 2.395, 3.465)
C (3.892, 2.140, 3.226)
C (1.934, -1.215, 2.765)
C (0.630, -1.047, 3.542)
C (3.080, -1.378, 3.759)
C (1.859, -2.480, 1.912)
H (4.801, -0.206, 1.575)
H (4.381, 0.701, 0.129)
H (3.987, -0.993, 0.227)
H (1.620, 3.171, 0.855)
H (3.361, 3.004, 0.675)
H (2.706, 4.160, 1.843)
H (0.469, 2.200, 3.018)
H (1.474, 3.445, 3.757)
H (1.531, 1.788, 4.363)
H (4.731, 1.966, 2.559)
H (3.928, 1.404, 4.024)
H (4.017, 3.121, 3.685)
H (0.693, -0.215, 4.237)
H (0.413, -1.953, 4.109)
H (-0.200, -0.859, 2.868)
H (3.179, -0.506, 4.399)
H (4.021, -1.545, 3.245)
H (2.888, -2.239, 4.400)
H (1.021, -2.431, 1.225)
H (1.725, -3.357, 2.547)
H (2.756, -2.612, 1.316)
C (-2.051, -0.965, -4.384)
N (-2.085, -2.383, -4.112)
C (-3.356, -3.015, -4.386)
C (-1.288, -2.858, -3.109)
S (-0.298, -1.868, -2.242)
N (-1.345, -4.229, -2.887)
C (-0.907, -5.045, -4.008)
C (-0.751, -4.658, -1.637)
H (-2.491, -0.779, -5.366)
H (-1.016, -0.627, -4.379)
H (-2.598, -0.397, -3.622)
H (-4.174, -2.396, -4.000)
H (-3.393, -3.980, -3.888)
H (-3.492, -3.153, -5.463)
H (-1.301, -4.648, -4.940)
H (-1.271, -6.064, -3.867)
H (0.188, -5.059, -4.076)
H (-1.212, -4.107, -0.820)
H (0.330, -4.477, -1.605)
H (-0.946, -5.723, -1.509)

As for the net charge: -1. For the total energy, the calculation gives -4007.973061 Eh. Its multiplicity is 5. The calculation puts the relative energy (zero: lowest compared OMol25 entry of this formula, charge and spin) at 1.9586 eV. Its expectation value of S² is 6.050. The calculation puts the LUMO energy (alpha / beta) at 2.403 / 0.754 eV. The value obtained for the frontier orbital gap (alpha / beta) is 5.52 / 5.64 eV.

Mulliken population analysis, charges in e, atoms 1 to 5: Rh -0.66; C -1.71; C 0.74; N 1.19; N -0.93

=====

This record from OMol25 describes 3 unconnected molecules or ions with the total composition C18H36BrClN4O7PS. The level of theory is ωB97M-V/def2-TZVPD.

Positions of all 69 atoms, in Å:
C (-4.223, -2.966, 0.638)
C (-3.301, -2.953, -0.584)
N (-2.343, -1.825, -0.509)
N (-1.122, -2.093, -1.253)
C (-0.043, -2.139, -0.382)
N (0.491, -3.355, 0.021)
P (1.599, -4.141, -1.083)
O (0.883, -5.127, -1.900)
N (0.477, -1.034, 0.068)
C (-0.011, 0.291, -0.382)
C (1.072, 1.234, -0.907)
C (0.571, 2.673, -0.746)
C (0.827, 3.216, 0.673)
S (-0.700, 3.797, 1.395)
O (-0.948, 5.133, 0.970)
O (-1.688, 2.769, 1.252)
Cl (-0.190, 3.851, 3.355)
C (1.511, -1.069, 1.126)
C (0.993, -1.449, 2.505)
C (2.129, -1.417, 3.509)
Br (-0.420, -0.219, 3.040)
H (-3.941, -2.168, 1.326)
H (-5.265, -2.820, 0.360)
H (-4.153, -3.910, 1.178)
H (-3.883, -2.891, -1.508)
H (-2.715, -3.874, -0.643)
H (-2.748, -1.009, -0.958)
H (-1.177, -2.961, -1.781)
H (-0.287, -4.007, 0.137)
H (2.090, -2.988, -1.708)
H (2.604, -4.585, -0.229)
H (-0.538, 0.733, 0.467)
H (-0.743, 0.105, -1.163)
H (1.284, 1.027, -1.958)
H (2.015, 1.102, -0.373)
H (-0.504, 2.677, -0.944)
H (1.012, 3.335, -1.488)
H (1.205, 2.459, 1.362)
H (1.507, 4.067, 0.679)
H (2.290, -1.772, 0.831)
H (1.957, -0.079, 1.173)
H (0.543, -2.438, 2.472)
H (1.749, -1.569, 4.517)
H (2.848, -2.208, 3.283)
H (2.647, -0.456, 3.490)
O (4.038, -4.326, -2.413)
C (4.805, -3.475, -2.777)
O (4.985, -2.339, -2.066)
C (5.896, -1.455, -2.763)
C (6.687, -2.360, -3.699)
C (5.669, -3.451, -4.014)
H (5.299, -0.720, -3.307)
H (6.497, -0.946, -2.015)
H (7.060, -1.831, -4.573)
H (7.539, -2.788, -3.170)
H (5.028, -3.197, -4.862)
H (6.091, -4.436, -4.192)
O (-7.580, 5.963, 0.792)
C (-6.552, 5.528, 1.214)
O (-6.243, 4.204, 1.139)
C (-4.997, 3.943, 1.801)
C (-4.259, 5.277, 1.807)
C (-5.414, 6.267, 1.895)
H (-5.212, 3.588, 2.812)
H (-4.482, 3.159, 1.252)
H (-3.540, 5.354, 2.621)
H (-3.720, 5.407, 0.868)
H (-5.715, 6.469, 2.925)
H (-5.242, 7.217, 1.397)

As for the net charge: +1. For the total energy, the calculation gives -5226.702594 Eh. The calculation puts the LUMO energy at -3.328 eV. The value obtained for the frontier orbital gap is 8.10 eV.

Mulliken population analysis, charges in e, atoms 1 to 5: C -1.11; C -0.37; N -0.17; N -0.12; C -0.70

=====

This record from OMol25 describes a molecular structure, C17H39GeN2O4PSSeTi at a distorted geometry. The level of theory is ωB97M-V/def2-TZVPD.

Positions of all 67 atoms, in Å:
Ti (-0.756, -0.478, -0.578)
C (-4.456, -0.501, -1.978)
Ge (-2.922, -1.625, -2.451)
C (-3.614, -3.189, -3.374)
C (-1.765, -0.656, -3.723)
C (-1.734, -2.011, -0.946)
H (-4.768, 0.106, -2.829)
H (-4.227, 0.150, -1.137)
H (-5.296, -1.134, -1.688)
H (-4.100, -2.874, -4.299)
H (-4.351, -3.703, -2.756)
H (-2.818, -3.891, -3.620)
H (-2.344, -0.228, -4.543)
H (-1.041, -1.354, -4.146)
H (-1.213, 0.171, -3.264)
H (-1.986, -2.855, -0.307)
C (-3.274, 3.216, -0.732)
S (-2.510, 1.901, 0.207)
C (-1.217, 2.905, 0.930)
O (-1.795, 1.154, -0.967)
H (-2.532, 3.665, -1.390)
H (-3.683, 3.949, -0.038)
H (-4.077, 2.771, -1.317)
H (-1.666, 3.827, 1.299)
H (-0.498, 3.115, 0.140)
H (-0.762, 2.345, 1.746)
C (1.920, 0.200, 3.667)
N (0.656, 0.218, 4.381)
C (0.486, -0.109, 5.714)
C (-0.837, -0.022, 5.961)
N (-1.437, 0.351, 4.772)
C (-2.872, 0.488, 4.576)
C (-0.521, 0.507, 3.797)
Se (-1.207, -0.572, 1.740)
H (2.736, 0.246, 4.384)
H (1.972, 1.060, 3.004)
H (2.003, -0.713, 3.077)
H (1.308, -0.355, 6.363)
H (-1.394, -0.184, 6.866)
H (-3.353, 0.589, 5.545)
H (-3.264, -0.386, 4.058)
H (-3.074, 1.372, 3.977)
C (5.548, -0.864, 0.133)
C (4.487, 0.183, 0.354)
O (3.393, -0.023, -0.583)
P (1.882, 0.145, -0.063)
O (1.178, 0.848, -1.403)
C (1.732, 2.075, -1.936)
C (2.550, 1.791, -3.174)
O (1.177, -1.334, -0.457)
C (1.607, -2.127, -1.631)
C (2.849, -2.932, -1.322)
H (6.427, -0.615, 0.729)
H (5.847, -0.893, -0.914)
H (5.203, -1.853, 0.431)
H (4.880, 1.184, 0.173)
H (4.101, 0.147, 1.376)
H (2.331, 2.563, -1.162)
H (0.883, 2.719, -2.165)
H (3.489, 1.301, -2.923)
H (2.768, 2.725, -3.693)
H (1.989, 1.147, -3.852)
H (1.756, -1.442, -2.466)
H (0.750, -2.760, -1.838)
H (3.760, -2.365, -1.489)
H (2.867, -3.815, -1.962)
H (2.829, -3.270, -0.285)

As for the net charge: +1. For the total energy, the calculation gives -7148.718785 Eh. Its multiplicity is 2. The calculation puts the relative energy (zero: lowest compared OMol25 entry of this formula, charge and spin) at 1.9404 eV. Its expectation value of S² is 0.793. The calculation puts the LUMO energy (alpha / beta) at -2.155 / -3.163 eV. The value obtained for the frontier orbital gap (alpha / beta) is 7.07 / 6.65 eV.

Mulliken population analysis, charges in e, atoms 1 to 5: Ti 0.10; C -0.99; Ge 0.42; C -1.23; C -1.11

=====

This record from OMol25 describes a single C5H4O3 molecule at a distorted geometry. The level of theory is ωB97M-V/def2-TZVPD.

Positions of all 12 atoms, in Å:
O (3.324, 0.228, -0.109)
C (2.297, -0.458, 0.059)
C (0.880, -0.049, -0.019)
C (-0.195, -0.856, -0.027)
C (-1.280, -0.029, -0.112)
O (-2.610, -0.438, -0.042)
C (-0.816, 1.252, -0.062)
O (0.537, 1.256, -0.003)
H (2.416, -1.553, 0.122)
H (-0.103, -1.954, -0.081)
H (-3.180, 0.400, 0.132)
H (-1.272, 2.201, 0.143)

For the total energy, the calculation gives -418.590794 Eh. The calculation puts the relative energy (zero: lowest compared OMol25 entry of this formula, charge and spin) at 1.9329 eV. The calculation puts the LUMO energy at -0.029 eV. The value obtained for the frontier orbital gap is 9.10 eV.

Mulliken population analysis, charges in e, atoms 1 to 5: O -0.51; C -0.16; C 0.56; C -0.64; C 0.70